Entry 1:
{"formula": "C38H53Cl5N6O3SSbSi3Zr", "method": "ωB97M-V/def2-TZVPD", "elements": ["Sb", "Zr", "Cl", "Cl", "Cl", "Cl", "Cl", "S", "Si", "Si", "Si", "O", "O", "O", "N", "N", "N", "N", "N", "N", "C", "C", "C", "C", "C", "C", "C", "C", "C", "C", "C", "C", "C", "C", "C", "C", "C", "C", "C", "C", "C", "C", "C", "C", "C", "C", "C", "C", "C", "C", "C", "C", "C", "C", "C", "C", "C", "C", "H", "H", "H", "H", "H", "H", "H", "H", "H", "H", "H", "H", "H", "H", "H", "H", "H", "H", "H", "H", "H", "H", "H", "H", "H", "H", "H", "H", "H", "H", "H", "H", "H", "H", "H", "H", "H", "H", "H", "H", "H", "H", "H", "H", "H", "H", "H", "H", "H", "H", "H", "H", "H"], "xyz": [[1.8464, -1.9609, -1.9766], [0.4684, 0.1097, -0.3322], [4.5129, -1.3167, 3.0783], [2.7805, -2.7951, 5.2398], [3.1236, -0.2342, 0.5166], [-1.6472, -1.8337, 2.3807], [-0.2864, -3.0062, 4.8582], [2.3339, 2.9402, 4.5786], [2.9339, -4.0078, -0.7478], [3.9383, -0.9706, -3.1353], [0.9590, -3.3034, -4.0393], [1.7195, 1.2364, -1.9861], [1.3049, 2.1813, -0.0637], [-0.9150, 1.5553, -1.3688], [-1.8685, 2.3115, 2.9210], [-0.9933, 1.0650, 1.3174], [-1.2064, -1.3001, -1.5036], [-2.2297, 1.3545, -3.1442], [1.6765, 1.4322, 2.6332], [3.2515, 3.1517, -2.9660], [-0.7423, 1.8006, 2.3936], [-3.2873, 0.4220, 0.3152], [-2.5456, 3.2805, -1.6848], [-2.4092, 1.0766, 1.1831], [4.9003, 0.2099, -2.0367], [-1.5303, -2.3676, -0.7513], [2.7016, 3.3959, -1.5786], [-1.8497, 2.0119, -2.0603], [0.5447, 2.0798, 3.0419], [-4.3123, 2.0959, 2.3555], [4.4751, -3.4114, 0.0982], [-4.6440, 0.6230, 0.4704], [-0.1493, -4.6445, -3.3772], [3.3023, -0.0509, -4.6387], [1.8495, 2.2127, -1.1923], [2.1911, -1.1350, 1.7106], [0.0176, -2.2084, -5.2206], [5.1626, -2.2579, -3.6662], [-5.1578, 1.4606, 1.4736], [1.9159, 4.7247, -1.6725], [2.3915, 3.9561, -3.9117], [1.6366, -4.6236, 0.4282], [-2.6545, -3.1370, -0.9642], [0.8405, -1.2218, 1.4369], [-1.5748, 0.1017, -3.4981], [-3.0867, -1.7923, -2.8793], [2.8340, -1.5770, 2.8505], [0.7119, 2.9381, 4.0941], [2.0553, -2.1991, 3.8219], [2.6891, 1.7928, 3.3641], [2.1228, 5.2190, -3.1152], [0.6684, -2.2906, 3.6369], [3.3822, -5.3712, -1.9153], [-1.9619, -1.0384, -2.5894], [-2.9500, 1.8723, 2.1844], [0.0845, -1.7804, 2.4736], [2.3924, -4.0016, -4.9866], [-3.4639, -2.8320, -2.0435], [2.4096, 0.5461, -4.4263], [0.4459, -1.2087, -5.3141], [2.0366, -4.9043, -5.4939], [4.2739, -2.9731, 1.0750], [2.9177, 4.0902, -4.8529], [3.5343, 3.4413, -0.8772], [2.2821, 5.4399, -0.9417], [1.2602, 5.7555, -3.5025], [6.0916, -1.7496, -3.9418], [5.1329, -4.2717, 0.2531], [-2.6216, 3.9573, -2.5363], [3.2434, -4.2843, -4.3788], [3.0245, -0.7668, -5.4168], [-2.0105, 3.7587, -0.8696], [3.6064, -6.2330, -1.2772], [-1.8476, -0.1350, -4.5225], [0.8249, -5.1043, -0.1253], [-0.8538, -2.6046, 0.0569], [-4.6905, 2.7226, 3.1522], [2.0738, -5.3807, 1.0867], [0.0659, -2.6741, -6.2096], [-4.3534, -3.4123, -2.2518], [2.9791, 5.8920, -3.1757], [4.8277, -2.8235, -4.5318], [5.0247, -2.6809, -0.4969], [5.4020, -2.9610, -2.8663], [1.2153, -3.8355, 1.0537], [-6.2270, 1.5905, 1.5673], [3.6919, 1.4099, 3.2327], [5.4857, -0.3492, -1.3029], [-3.5555, 3.0435, -1.3437], [1.4920, 3.3636, -4.0767], [-0.0035, 3.5631, 4.6038], [2.5880, -5.6699, -2.5953], [-2.8732, -3.9629, -0.3015], [-1.0356, -2.1322, -4.9547], [4.0790, 0.5873, -5.0734], [-1.9167, 2.8680, 3.7576], [-3.0280, 1.6787, -3.6695], [-0.8545, -4.9436, -4.1587], [5.6215, 0.7459, -2.6639], [-0.7259, -4.3258, -2.5110], [2.7259, -3.3021, -5.7560], [-5.3327, 0.1087, -0.1874], [-3.6633, -1.5631, -3.7669], [0.8645, 4.5425, -1.4533], [4.2217, 3.4643, -3.0224], [0.4154, -5.5331, -3.0914], [4.2806, -5.1534, -2.4939], [-2.9404, -0.2544, -0.4470], [3.2267, 2.1461, -3.1803], [-0.4941, 0.2512, -3.4667], [4.3079, 0.9391, -1.4804]], "mulliken_charge": [-0.575, -2.611, -0.018, -0.128, -0.139, -0.169, -0.136, -0.138, 0.931, 0.652, 0.964, -0.109, -0.201, -0.232, 0.056, 1.717, 2.479, 0.174, 0.762, 0.170, 0.331, 0.443, -1.718, -1.122, -0.750, -0.061, -0.048, 0.216, -0.699, -1.138, -0.614, -0.859, -0.794, -0.899, 0.783, 0.276, -1.215, -0.990, -0.889, -0.480, -0.274, -0.836, -1.277, 0.473, -1.287, -0.533, -0.437, -0.626, 0.207, -0.437, -0.808, -0.060, -1.131, 0.264, 0.841, 0.993, -1.214, -1.156, -0.022, 0.246, 0.448, -0.041, 0.547, 0.694, 0.428, 0.387, 0.466, 0.604, 0.513, 0.233, 0.414, 0.257, 0.421, 0.918, 0.307, -0.027, 0.510, 0.481, 0.593, 0.577, 0.343, 0.379, 0.090, 0.204, 0.052, 0.477, 0.396, 0.484, 0.378, 0.085, 0.396, 0.255, 0.603, 0.328, 0.501, 0.276, 0.326, 0.459, 0.501, -0.007, 0.418, 0.564, 0.638, 0.116, 0.507, 0.434, 0.324, 0.050, -0.667, -0.638, -0.152], "relative_energy_kj_mol": 23.53, "charge": 3, "orbital_gap_ev": 7.479}

Entry 2:
{"formula": "C25H37MoN8O4PS3SbSe", "method": "ωB97M-V/def2-TZVPD", "elements": ["Sb", "Mo", "Se", "S", "S", "S", "P", "O", "O", "O", "O", "N", "N", "N", "N", "N", "N", "N", "N", "C", "C", "C", "C", "C", "C", "C", "C", "C", "C", "C", "C", "C", "C", "C", "C", "C", "C", "C", "C", "C", "C", "C", "C", "C", "H", "H", "H", "H", "H", "H", "H", "H", "H", "H", "H", "H", "H", "H", "H", "H", "H", "H", "H", "H", "H", "H", "H", "H", "H", "H", "H", "H", "H", "H", "H", "H", "H", "H", "H", "H", "H"], "xyz": [[4.7138, -3.4375, 0.1628], [2.1622, -1.2557, 0.6988], [-0.1566, -1.6900, 5.1741], [5.5072, -5.2289, 1.3598], [2.2409, -3.5993, 0.1601], [4.2154, -1.6373, 1.8520], [-0.9855, -0.7674, -0.5431], [0.1601, 1.5284, 1.3603], [3.1029, -0.8614, -1.0996], [2.7154, 1.0312, -2.2529], [4.7289, 1.4404, 1.1665], [1.2493, -1.4513, 2.5797], [5.7105, -0.2854, -0.9646], [-1.6558, -2.2117, -0.9730], [-0.9694, 0.1723, -1.9192], [4.8273, 0.4821, -1.7390], [2.4315, 0.9814, 1.1756], [0.4657, -1.0253, 0.0375], [-2.1174, -0.0837, 0.4439], [-3.0503, -2.2074, -1.4157], [-0.3095, -0.5069, -3.0602], [0.7059, -1.5364, 3.6009], [1.3465, 1.7552, 1.5232], [-3.4044, -3.5674, -1.9984], [-0.1149, 1.6993, -4.2419], [3.2932, 5.0322, 3.3297], [-2.0972, -4.4080, 0.0022], [1.9010, 5.0895, 3.3252], [-0.5896, 0.2533, -4.3486], [-2.7272, 1.2343, 0.3188], [-2.2087, -0.7130, 1.7766], [3.9721, 3.9589, 2.7568], [1.1405, 4.0742, 2.7492], [-4.0091, 1.2545, 1.1418], [-0.4104, 1.5378, -1.7738], [-0.7439, 2.3503, -3.0147], [3.2018, 2.9576, 2.2029], [-2.3904, 0.3388, 2.8561], [3.4651, 0.2329, -1.6825], [3.5832, 1.6899, 1.4801], [1.8302, 3.0155, 2.1962], [-3.2979, -4.6617, -0.9300], [-3.6938, 1.1199, 2.6402], [-1.0623, -3.5134, -0.6609], [-3.1909, -1.4191, -2.1605], [0.7707, -0.5570, -2.8780], [-2.4266, -3.9236, 0.9252], [-3.0547, -1.4176, 1.7906], [0.0583, 4.1021, 2.7380], [-2.7225, -3.7800, -2.8259], [-3.2083, -5.6373, -1.4144], [5.0148, 1.4702, -1.8334], [-4.5245, 0.6183, 3.1456], [-2.0516, 2.0224, 0.6697], [1.4064, 5.9390, 3.7821], [-1.3031, -1.2904, 1.9696], [-1.8339, 2.3989, -3.1350], [0.9720, 1.7044, -4.1167], [-3.7249, -1.9749, -0.5781], [-1.5293, 1.0081, 2.8199], [-0.2069, -3.3611, -0.0098], [-0.6661, -3.9868, -1.5666], [-0.3526, 2.2562, -5.1536], [-0.6915, -1.5252, -3.1290], [0.6749, 1.4673, -1.6593], [6.6376, -0.2027, -1.3544], [-0.0853, -0.2597, -5.1723], [3.8531, 5.8377, 3.7906], [-0.8039, 2.0073, -0.8782], [-3.6062, 2.1105, 3.0945], [-4.6395, 0.4235, 0.8102], [5.0527, 3.9000, 2.7465], [-4.2227, -4.6878, -0.3463], [-2.9492, 1.4126, -0.7347], [-4.5628, 2.1741, 0.9355], [-1.6205, -5.3449, 0.2937], [-4.4121, -3.5310, -2.4197], [-0.3778, 3.3717, -2.8822], [5.6853, 0.0175, 0.0065], [-2.3679, -0.1507, 3.8295], [-1.6669, 0.2270, -4.5527]], "mulliken_charge": [0.070, -0.053, -0.340, -0.764, -0.303, -0.413, -2.537, 0.026, -0.226, -0.721, -0.649, -0.416, -0.420, 1.417, 0.466, -0.168, 1.355, 1.830, 1.459, -0.572, -0.009, 0.106, -0.863, -1.103, -0.555, -0.457, -0.948, -0.634, -1.090, -0.340, -0.721, -0.376, -0.244, -1.028, 0.332, -1.356, -0.225, -0.514, 0.251, -0.386, 0.382, -0.555, -0.694, 0.060, 0.407, -0.108, 0.197, 0.184, 0.510, 0.333, 0.346, 0.269, 0.366, 0.156, 0.391, 0.333, 0.323, 0.211, 0.109, -0.107, -0.400, 0.225, 0.468, 0.373, -0.398, 0.216, 0.402, 0.367, 0.384, 0.328, 0.308, 0.482, 0.288, 0.306, 0.419, 0.468, 0.443, 0.377, 0.214, 0.422, 0.319], "spin_multiplicity": 2, "relative_energy_kj_mol": 8.29, "charge": -2, "orbital_gap_ev": [5.371, 5.421]}

Entry 3:
{"formula": "C10H19N2O6", "method": "ωB97M-V/def2-TZVPD", "elements": ["O", "O", "O", "O", "O", "O", "N", "N", "C", "C", "C", "C", "C", "C", "C", "C", "C", "C", "H", "H", "H", "H", "H", "H", "H", "H", "H", "H", "H", "H", "H", "H", "H", "H", "H", "H", "H"], "xyz": [[4.2528, 2.0082, 0.6794], [-4.0622, 0.7315, -1.0053], [-2.7815, -0.1479, 4.0603], [-2.6187, 0.4560, 2.8463], [2.3578, 2.1855, -0.7262], [-3.3285, 2.3275, 0.4530], [-1.7323, -0.8403, -2.0234], [-0.8000, 0.8850, 0.7956], [-2.5679, -0.5473, 1.7777], [3.4884, 1.4857, -0.1813], [-1.7439, -2.1989, -2.6908], [-0.0028, 1.3383, -0.3742], [3.8979, 0.0012, -0.6554], [-2.0057, 0.1057, 0.3958], [4.9027, -0.7188, 0.3868], [-3.2010, 1.0603, -0.1307], [1.2522, 2.1744, 0.2443], [-1.6825, -1.1353, -0.5642], [0.9545, 3.2115, 0.6127], [-1.5759, -2.0740, -3.8181], [-0.5776, 2.0801, -1.0518], [-1.0474, 1.7404, 1.3126], [-3.2629, -1.0016, 3.9513], [4.4771, -0.7104, 1.4560], [1.6224, 1.5289, 1.1294], [-3.6468, -0.9322, 1.6683], [5.1137, -1.8116, 0.1063], [-0.9438, -2.8701, -2.2144], [-2.4173, -1.9956, -0.3631], [4.4757, 0.0983, -1.6464], [-1.9207, -1.4323, 2.1226], [5.9372, -0.2078, 0.4190], [-2.7651, -2.7085, -2.5710], [0.4800, 0.4873, -0.9732], [-0.6346, -1.5291, -0.2526], [-0.8825, -0.3732, -2.3656], [2.9891, -0.6710, -0.8097]], "mulliken_charge": [-0.538, -0.684, -0.479, -0.038, -0.361, -0.767, -0.290, -0.412, -1.323, 0.467, -0.789, -0.009, -0.136, 1.442, -0.975, 0.296, -0.603, -1.283, 0.341, 0.311, 0.179, 0.344, 0.336, 0.277, 0.325, 0.356, 0.330, 0.276, 0.551, 0.259, 0.453, 0.233, 0.228, -0.059, 0.293, 0.260, 0.187], "relative_energy_kj_mol": 813.29, "charge": -1, "smiles": "CCC(=O)OCCN[C@@](CNC)(COO)C(=O)[O-]", "orbital_gap_ev": 6.591}